1.
19
Properties=species:S:1:pos:R:3:nbo_charge:R:1 method="wB97M-V/def2-TZVPD" e_lumo_ev="1.04 / -1.95" homo_lumo_gap_ev="11.18 / 7.76" e_tot_ev=-9925.1924 de_lowest_kcal_mol=9.9 total_charge=0 s2=0.758 homo_energy_ha="-0.3726 / -0.3569" spin_multiplicity=2
C 0.400 1.269 -0.444 -0.236
N 0.241 -0.159 -0.935 -0.501
C -1.014 -0.353 -1.646 0.038
O -2.000 -0.322 -0.664 -0.434
C 1.639 1.402 0.424 -0.410
C 1.650 0.470 1.653 -0.620
H -0.573 1.561 -0.069 0.213
H 0.634 1.802 -1.374 0.194
H 0.386 -0.792 -0.170 0.394
H -1.071 -1.238 -2.273 0.171
H -1.082 0.560 -2.248 0.160
H 2.524 1.241 -0.191 0.207
H 1.671 2.429 0.794 0.212
H 0.695 0.569 2.171 0.213
H 2.401 0.849 2.352 0.212
H 1.871 -0.575 1.470 0.214
H -1.508 -2.399 1.602 0.469
H -1.352 -1.382 0.529 0.479
O -0.841 -1.959 1.113 -0.976

2.
19
Properties=species:S:1:pos:R:3:nbo_charge:R:1 method="wB97M-V/def2-TZVPD" e_lumo_ev=-5.04 homo_lumo_gap_ev=8.14 e_tot_ev=-9919.1692 de_lowest_kcal_mol=70.6 total_charge=+1 homo_energy_ha=-0.4843 spin_multiplicity=1
C 0.090 -0.872 -1.018 -0.647
C 0.408 -0.246 0.321 -0.087
C -0.633 0.290 0.954 -0.141
N -0.560 1.004 2.141 -0.414
C -0.313 2.274 2.209 0.130
H 0.695 -1.710 -1.018 0.232
H -1.016 -1.147 -1.119 0.229
H 0.342 -0.269 -1.875 0.248
H 1.536 -0.233 0.767 0.248
H -1.668 0.165 0.665 0.232
H -1.016 0.546 2.947 0.474
H -0.204 2.740 3.177 0.231
H -0.037 2.869 1.260 0.244
H -2.310 -1.819 3.470 0.494
H -1.246 -1.586 4.466 0.490
O -1.690 -1.165 3.764 -0.966
H 2.723 -1.030 -6.951 0.466
H 2.615 0.474 -6.840 0.465
O 2.283 -0.285 -7.322 -0.931

3.
19
Properties=species:S:1:pos:R:3:nbo_charge:R:1 method="wB97M-V/def2-TZVPD" e_lumo_ev=-9.71 homo_lumo_gap_ev=2.25 e_tot_ev=-9915.3020 de_lowest_kcal_mol=159.8 total_charge=+1 homo_energy_ha=-0.4396 spin_multiplicity=1
O 0.584 0.530 -0.061 -0.292
C 1.133 -0.680 -0.107 0.218
C 0.912 -1.492 -1.221 0.354
C 0.087 -1.251 -2.394 -0.546
C -1.394 -1.390 -2.126 -0.542
N -0.900 1.489 3.754 -1.060
H 1.789 -0.988 0.722 0.233
H 1.517 -2.356 -1.055 0.234
H 0.087 -0.226 -2.743 0.331
H 0.542 -1.904 -3.195 0.282
H -1.846 -2.365 -2.215 0.256
H -1.900 -0.727 -2.660 0.245
H -1.580 -1.182 -1.116 0.227
H -0.583 2.432 3.943 0.365
H -0.415 1.189 2.889 0.348
H -1.886 1.589 3.501 0.349
H 1.053 1.792 0.872 0.469
H 1.576 3.193 1.484 0.481
O 1.226 2.346 1.728 -0.953

4.
19
Properties=species:S:1:pos:R:3:nbo_charge:R:1 method="wB97M-V/def2-TZVPD" e_lumo_ev=-4.22 homo_lumo_gap_ev=9.43 e_tot_ev=-9919.5356 de_lowest_kcal_mol=62.1 total_charge=+1 homo_energy_ha=-0.5014 spin_multiplicity=1
C -1.387 -3.104 -0.408 -0.682
C -1.116 -1.707 -0.170 -0.075
C -0.554 -0.845 -1.060 -0.128
N -0.042 0.468 -0.543 -0.420
C 0.456 1.332 -1.344 0.065
H -1.111 -3.604 -1.303 0.240
H -0.983 -3.630 0.429 0.250
H -2.394 -3.408 -0.278 0.259
H -1.391 -1.431 0.903 0.219
H 0.008 -1.310 -1.936 0.236
H -0.037 0.505 0.587 0.466
H 0.860 2.324 -1.136 0.224
H 0.404 1.149 -2.407 0.204
H 2.701 2.688 0.435 0.489
H 2.044 3.817 1.182 0.503
O 2.044 2.811 1.092 -0.965
H 0.687 1.838 1.671 0.521
H -0.488 1.128 2.404 0.502
O 0.299 0.978 1.884 -0.908